This record from the Open Molecules 2025 dataset describes C4H6O2 as an isolated structure. The level of theory is ωB97M-V with the def2-TZVPD basis set.

## Properties
* Kohn-Sham gap: 9.85 eV
* 2S+1: 1
* energy relative to the best compared isomer or geometry (same formula, charge and spin): 239.0 kJ/mol

The geometry in XYZ format:
```
12
C4H6O2, DFT ωB97M-V with the def2-TZVPD basis set
C 1.26 0.19 -0.66
C 0.20 0.65 0.28
O -0.24 1.79 0.36
C -0.35 -0.43 1.10
C -1.54 -0.31 -0.21
O -1.43 -1.08 -1.12
H 0.86 -0.47 -1.45
H 1.99 -0.40 -0.09
H 1.68 1.09 -1.06
H 0.04 -1.43 0.95
H -0.24 -0.16 2.18
H -2.23 0.56 -0.28
```